Run A
ORCA calculation (ωB97M-V/def2-TZVPD) on a molecular structure, C8H17N4.

```
! RIJCOSX wB97M-V def2-TZVPD def2/J DEFGRID3
* xyz 1 1
C 2.31677 -0.32621 -1.45601
C 2.49944 1.14927 1.06455
C 1.85451 1.78930 -0.15695
C -3.25575 0.99371 -1.17607
C -0.45414 -2.14760 1.15553
C -2.63628 -0.23327 -0.42577
C -1.20823 0.08701 0.10133
C -0.23472 -1.15438 0.01163
N 2.12549 -1.37907 -0.69927
N 1.68036 -0.07320 1.32610
N 1.46124 0.62558 -0.89773
N 1.20568 -0.53602 0.05249
H 2.92529 -0.20368 -2.33865
H 3.63663 1.10161 1.00310
H 2.20972 1.77419 1.98676
H 0.98102 2.32618 -0.00064
H 2.47727 2.34009 -0.90156
H -3.85743 1.61642 -0.50957
H -3.94421 0.56550 -1.84478
H -2.51059 1.51910 -1.74012
H -0.71629 -1.52715 2.08206
H -1.27052 -2.85146 0.95337
H 0.47214 -2.84342 1.23575
H -2.53078 -1.31842 -0.70367
H -3.22357 -0.28050 0.55768
H -1.14379 0.42787 1.10102
H -0.75337 0.92719 -0.53071
H -0.29143 -1.53319 -1.08277
H 2.18553 -0.83546 1.83290
*
```

Summary:
- HOMO energy (eV) = -14.199
- HOMO-LUMO gap (hartree) = 0.3991

The net atomic charges from natural (NBO), expressed in e, are:
1 C 0.259
2 C -0.283
3 C -0.251
4 C -0.605
5 C -0.666
6 C -0.417
7 C -0.412
8 C -0.013
9 N -0.265
10 N -0.448
11 N -0.224
12 N 0.169
13 H 0.240
14 H 0.237
15 H 0.253
16 H 0.235
17 H 0.261
18 H 0.229
19 H 0.228
20 H 0.204
21 H 0.242
22 H 0.266
23 H 0.242
24 H 0.216
25 H 0.219
26 H 0.210
27 H 0.204
28 H 0.247
29 H 0.423

---

Run B
ORCA calculation (ωB97M-V/def2-TZVPD) on 2 unconnected molecules or ions with the total composition C8H17N4.

```
! RIJCOSX wB97M-V def2-TZVPD def2/J DEFGRID3
* xyz 1 1
C 0.83089 2.13522 0.75058
C -1.12766 -1.60790 -1.26147
C 1.13275 1.94048 2.18100
C 0.81512 0.45048 2.35552
C 1.01549 3.41411 0.01792
C 1.83556 -0.60114 2.97524
C -1.86971 -3.91540 -1.21504
C -0.89309 0.10717 -3.06618
N 0.26408 1.06685 0.24307
N 0.25953 0.01988 1.08698
N -1.84934 -2.59532 -1.77863
N -0.60657 -0.51711 -1.78731
H 2.12932 2.28975 2.41628
H 0.29248 2.40885 2.85043
H -0.05312 0.31955 2.93596
H 1.30242 3.31927 -1.01083
H 1.82462 3.99480 0.29792
H 0.07410 4.02234 -0.27281
H 2.61850 -0.68203 2.26606
H 1.27866 -1.53743 3.06428
H 2.33372 -0.11114 3.78539
H -2.74899 -4.22035 -0.77497
H -1.64408 -4.67105 -1.86219
H -1.28925 -4.13225 -0.38083
H -0.29884 0.99195 -3.19110
H -1.89909 0.21989 -3.38819
H -0.56527 -0.66343 -3.87557
H -2.47939 -2.24282 -2.43996
H -0.10919 0.27133 -1.17815
*
```

Summary:
- HOMO energy (alpha / beta) (eV) = -11.482 / -13.153
- HOMO-LUMO gap (alpha / beta) (hartree) = 0.2409 / 0.3441

The net atomic charges from natural (NBO), expressed in e, are:
1 C 0.343
2 C 0.705
3 C -0.513
4 C -0.117
5 C -0.705
6 C -0.594
7 C -0.431
8 C -0.441
9 N -0.343
10 N -0.132
11 N -0.593
12 N -0.622
13 H 0.253
14 H 0.268
15 H 0.222
16 H 0.249
17 H 0.247
18 H 0.267
19 H 0.210
20 H 0.234
21 H 0.230
22 H 0.223
23 H 0.224
24 H 0.242
25 H 0.237
26 H 0.222
27 H 0.215
28 H 0.419
29 H 0.480

---

Which of them is least stable? Easy: run B.